Entry 1:
The following is a quantum chemistry calculation of 2 unconnected molecules or ions with the total composition C9H14 at a distorted geometry, from the OMol25 dataset.

Last column: natural (NBO) charge in e.
Atoms and positions in Å:
1 C 1.542 -0.806 -1.222  -0.638
2 C 1.037 -0.346 0.132  0.002
3 C 0.979 -1.270 1.161  -0.225
4 C 0.436 -0.949 2.409  -0.195
5 C -0.215 0.262 2.563  -0.229
6 C -0.023 1.229 1.592  -0.204
7 C 0.587 0.958 0.378  -0.225
8 H 1.195 -0.150 -2.016  0.213
9 H 1.052 -1.766 -1.412  0.218
10 H 2.610 -1.008 -1.158  0.226
11 H 1.337 -2.285 1.032  0.205
12 H 0.433 -1.771 3.114  0.211
13 H -0.771 0.415 3.479  0.216
14 H -0.464 2.212 1.706  0.211
15 H 0.693 1.659 -0.437  0.213
16 C -1.567 1.155 -2.730  -0.617
17 C -2.021 -0.306 -2.463  -0.617
18 H -0.488 1.130 -2.690  0.203
19 H -1.913 1.450 -3.723  0.205
20 H -2.136 1.823 -2.113  0.216
21 H -1.171 -0.778 -1.963  0.200
22 H -2.879 -0.339 -1.790  0.205
23 H -2.296 -1.004 -3.256  0.207

Summary:
Energy above the lowest of the compared OMol25 structures with the same formula, charge and spin, kJ/mol: 67.01
Spin multiplicity: 1
DFT total energy, eV: -9559.487
Structure (SMILES): Cc1ccccc1.CC
HOMO energy, Eh: -0.332
Frontier orbital gap, eV: 10.08
F_max, eV/A: 2.6
Molar mass, u: 122.21

Entry 2:
The following is a quantum chemistry calculation of a single C18H18O4 molecule, from the OMol25 dataset.

Last column: natural (NBO) charge in e.
Atoms and positions in Å:
1 C -0.240 -3.880 0.338  -0.253
2 O -0.271 -2.581 -0.203  -0.508
3 C 0.853 -1.828 -0.170  0.403
4 C 2.080 -2.255 0.334  -0.316
5 C 3.176 -1.418 0.315  -0.149
6 C 3.092 -0.127 -0.208  -0.132
7 C 4.211 0.785 -0.251  -0.073
8 C 5.457 0.570 0.197  -0.353
9 C 6.479 1.609 0.074  0.754
10 O 6.330 2.701 -0.420  -0.607
11 O 7.661 1.214 0.588  -0.686
12 C 1.854 0.292 -0.709  -0.166
13 C 0.748 -0.530 -0.702  -0.033
14 C -0.584 -0.051 -1.210  -0.108
15 O -1.361 0.312 -0.084  -0.518
16 C -2.654 0.688 -0.278  0.400
17 C -3.282 0.791 -1.513  -0.347
18 C -4.608 1.191 -1.571  -0.179
19 C -5.311 1.490 -0.422  -0.247
20 C -4.692 1.394 0.822  0.018
21 C -5.450 1.732 2.070  -0.630
22 C -3.370 0.993 0.881  -0.295
23 H 0.467 -4.522 -0.199  0.178
24 H -1.248 -4.272 0.215  0.205
25 H 0.015 -3.865 1.402  0.180
26 H 2.186 -3.245 0.748  0.219
27 H 4.112 -1.778 0.713  0.213
28 H 4.016 1.753 -0.696  0.225
29 H 5.782 -0.346 0.663  0.214
30 H 8.314 1.924 0.491  0.497
31 H 1.762 1.290 -1.113  0.215
32 H -1.080 -0.860 -1.764  0.194
33 H -0.448 0.815 -1.873  0.182
34 H -2.758 0.566 -2.428  0.217
35 H -5.092 1.268 -2.533  0.211
36 H -6.343 1.801 -0.482  0.206
37 H -6.406 1.211 2.089  0.218
38 H -4.884 1.459 2.956  0.214
39 H -5.653 2.802 2.106  0.220
40 H -2.858 0.907 1.827  0.217

Summary:
Energy above the lowest of the compared OMol25 structures with the same formula, charge and spin, kJ/mol: 44.42
Spin multiplicity: 1
DFT total energy, eV: -27147.820
Structure (SMILES): COc1ccc(/C=C/C(=O)O)cc1COc1cccc(C)c1
HOMO energy, Eh: -0.308
Frontier orbital gap, eV: 8.41
F_max, eV/A: 0.9
Molar mass, u: 298.34

Entry 3:
The following is a quantum chemistry calculation of a molecular structure, C9H10F3FeNO3S at a distorted geometry, from the OMol25 dataset.

Last column: natural (NBO) charge in e.
Atoms and positions in Å:
1 C 0.061 -1.315 -1.954  -0.364
2 C -1.262 -1.412 -1.432  -0.334
3 C -1.188 -2.068 -0.170  -0.379
4 C 0.179 -2.358 0.096  -0.372
5 C 0.954 -1.892 -1.008  -0.384
6 Fe 0.000 0.000 0.000  1.267
7 C -0.997 1.612 -0.936  -0.975
8 C 0.398 1.874 -1.422  0.218
9 C 0.744 2.442 -2.612  -0.761
10 N 1.312 1.307 -0.500  -1.013
11 H -2.029 -2.270 0.496  0.213
12 H -2.168 -1.047 -1.916  0.210
13 H 0.571 -2.829 1.000  0.202
14 H 2.040 -1.949 -1.102  0.204
15 H 0.344 -0.812 -2.881  0.223
16 H -1.773 1.624 -1.712  0.169
17 H 2.299 1.432 -0.737  0.322
18 H -1.260 2.245 -0.069  0.198
19 H -0.019 2.883 -3.260  0.164
20 H 1.795 2.533 -2.915  0.151
21 F -1.144 -0.241 5.399  -0.320
22 C -0.779 -0.976 4.286  0.733
23 F 0.446 -1.572 4.520  -0.322
24 F -1.725 -1.953 4.047  -0.316
25 S -0.646 0.121 2.845  1.994
26 O -1.888 0.053 1.944  -0.907
27 O -0.647 1.605 3.241  -0.925
28 O 0.699 -0.052 1.792  -0.896

Summary:
Energy above the lowest of the compared OMol25 structures with the same formula, charge and spin, kJ/mol: 188.24
Spin multiplicity: 5
DFT total energy, eV: -70497.509
⟨S²⟩: 6.0401
HOMO energy (alpha / beta), Eh: 0.053 / 0.032
Frontier orbital gap (alpha / beta), eV: 3.77 / 4.33
F_max, eV/A: 11.2
Net charge: -2
Molar mass, u: 325.09

Entry 4:
The following is a quantum chemistry calculation of 11 unconnected molecules or ions with the total composition C20H60F2N7O14S2 at a distorted geometry, from the OMol25 dataset.

Last column: Löwdin spin population.
Atoms and positions in Å:
1 N -12.143 22.106 6.563  0.000
2 S -11.655 23.120 5.554  0.000
3 O -10.270 23.601 5.677  0.000
4 O -12.594 24.100 5.048  0.003
5 F -11.552 22.052 4.302  0.000
6 S -12.043 23.347 7.779  0.000
7 O -13.094 24.386 7.783  -0.001
8 O -10.691 23.739 8.256  0.000
9 F -12.611 22.537 9.046  0.000
10 C -15.498 24.548 10.562  0.000
11 C -15.348 23.496 11.731  0.000
12 O -16.038 22.343 11.507  0.000
13 H -15.023 24.156 9.662  0.000
14 H -15.045 25.502 10.834  0.000
15 H -16.558 24.748 10.403  0.000
16 H -15.575 23.960 12.691  0.000
17 H -14.302 23.236 11.896  0.000
18 H -15.776 21.772 12.232  0.000
19 C -9.140 20.527 6.881  0.000
20 C -9.993 19.984 8.057  0.000
21 O -11.306 19.785 7.654  0.000
22 H -9.084 21.611 6.779  0.000
23 H -9.581 20.141 5.963  0.000
24 H -8.145 20.097 6.995  0.000
25 H -9.891 20.662 8.904  0.000
26 H -9.593 19.019 8.366  0.000
27 H -11.652 20.634 7.367  0.000
28 C -11.206 27.061 8.747  0.000
29 C -10.881 28.132 9.834  0.000
30 O -12.009 28.916 9.826  0.000
31 H -11.644 27.472 7.838  0.000
32 H -12.018 26.407 9.065  0.000
33 H -10.374 26.426 8.440  0.000
34 H -10.023 28.712 9.493  0.000
35 H -10.676 27.723 10.823  0.000
36 H -11.595 29.747 10.071  0.000
37 C -6.042 25.579 8.686  0.000
38 C -7.558 25.524 8.655  0.000
39 O -7.988 24.121 8.699  0.000
40 H -5.621 24.974 9.490  0.000
41 H -5.778 26.617 8.889  0.000
42 H -5.771 25.285 7.672  0.000
43 H -7.921 26.115 7.814  0.000
44 H -7.957 26.049 9.523  0.000
45 H -8.894 23.977 8.416  0.000
46 C -15.410 26.754 6.597  0.070
47 O -16.337 27.422 6.178  0.374
48 N -15.126 25.589 6.193  0.492
49 N -14.717 27.019 7.639  0.025
50 H -14.466 24.978 6.652  0.011
51 H -15.566 25.247 5.351  0.006
52 H -14.066 26.324 7.975  0.000
53 H -14.759 27.926 8.082  0.000
54 C -15.038 23.588 3.038  0.002
55 O -15.222 24.669 3.507  0.016
56 N -14.705 22.521 3.705  0.001
57 N -15.118 23.277 1.797  0.001
58 H -14.714 21.660 3.178  0.000
59 H -14.459 22.611 4.681  0.000
60 H -15.564 23.843 1.089  0.000
61 H -14.847 22.317 1.635  0.000
62 C -11.072 25.114 2.413  0.000
63 O -11.453 23.989 2.173  0.000
64 N -11.895 26.061 2.671  0.000
65 N -9.818 25.470 2.338  0.000
66 H -12.877 25.824 2.636  0.000
67 H -11.579 26.945 3.043  0.000
68 H -9.709 26.431 2.629  0.000
69 H -9.061 24.807 2.253  0.000
70 C -12.835 19.830 11.680  0.000
71 C -14.070 19.065 11.190  0.000
72 C -13.683 17.886 10.270  0.000
73 O -14.690 18.602 12.334  0.000
74 H -13.133 20.744 12.193  0.000
75 H -12.257 20.226 10.845  0.000
76 H -12.148 19.245 12.292  0.000
77 H -14.727 19.764 10.672  0.000
78 H -13.051 18.073 9.402  0.000
79 H -14.638 17.514 9.899  0.000
80 H -13.319 17.101 10.933  0.000
81 H -14.951 19.277 12.965  0.000
82 C -15.725 21.501 7.967  0.000
83 C -14.850 20.346 7.520  0.000
84 C -15.646 19.046 7.420  0.000
85 O -14.435 20.793 6.272  0.000
86 H -15.123 22.398 8.116  0.000
87 H -16.247 21.275 8.897  0.000
88 H -16.487 21.818 7.255  0.000
89 H -13.918 20.227 8.073  0.000
90 H -15.892 18.581 8.375  0.000
91 H -15.120 18.283 6.846  0.000
92 H -16.633 19.249 7.006  0.000
93 H -13.593 21.249 6.343  0.000
94 C -6.785 25.426 4.673  0.000
95 C -6.809 23.959 4.320  0.000
96 C -6.411 23.008 5.493  0.000
97 O -8.035 23.462 3.849  0.000
98 H -5.761 25.748 4.485  0.000
99 H -7.082 25.569 5.712  0.000
100 H -7.302 26.162 4.057  0.000
101 H -6.108 23.832 3.495  0.000
102 H -6.528 21.993 5.114  0.000
103 H -6.969 23.164 6.416  0.000
104 H -5.373 23.238 5.731  0.000
105 H -8.649 23.638 4.566  0.000

Summary:
Spin multiplicity: 2
DFT total energy, eV: -87907.857
⟨S²⟩: 0.7691
HOMO energy (alpha / beta), Eh: -0.334 / -0.334
Frontier orbital gap (alpha / beta), eV: 8.18 / 3.44
F_max, eV/A: 11.6
Molar mass, u: 724.87

Entry 5:
The following is a quantum chemistry calculation of a molecular structure, C3H4Br2O at a distorted geometry, from the OMol25 dataset.

Last column: natural (NBO) charge in e.
Atoms and positions in Å:
1 C -1.171 -0.205 -1.255  -0.450
2 C -0.628 -0.583 -0.141  -0.163
3 C 0.591 0.794 0.713  0.107
4 O 1.197 0.116 1.753  -0.715
5 Br -0.299 -2.235 0.568  0.126
6 Br 1.948 1.207 -0.667  -0.063
7 H -1.718 -0.928 -1.925  0.220
8 H -1.198 0.893 -1.580  0.237
9 H 0.127 1.769 0.792  0.208
10 H 1.151 -0.828 1.742  0.493

Summary:
Energy above the lowest of the compared OMol25 structures with the same formula, charge and spin, kJ/mol: 187.84
Spin multiplicity: 1
DFT total energy, eV: -145305.337
HOMO energy, Eh: -0.354
Frontier orbital gap, eV: 10.13
F_max, eV/A: 5.3
Molar mass, u: 215.87

Entry 6:
The following is a quantum chemistry calculation of a single C18H26N4O4S2 molecule at a distorted geometry, from the OMol25 dataset.

Last column: natural (NBO) charge in e.
Atoms and positions in Å:
1 C 4.047 1.820 -4.010  -0.252
2 O 3.494 2.395 -2.851  -0.493
3 C 3.184 1.578 -1.807  0.293
4 C 3.338 0.197 -1.792  -0.301
5 C 2.980 -0.540 -0.675  -0.185
6 C 2.449 0.075 0.456  0.102
7 N 2.043 -0.694 1.555  -0.683
8 C 1.655 -0.086 2.811  -0.225
9 C 0.227 0.499 2.811  -0.222
10 C 0.158 1.728 3.716  -0.607
11 C -0.795 -0.539 3.268  -0.617
12 S 1.913 -2.345 1.390  2.333
13 O 3.155 -2.954 1.050  -0.895
14 O 1.204 -2.845 2.524  -0.920
15 C 0.807 -2.463 -0.019  -0.295
16 N 0.810 -3.376 -0.914  -0.187
17 N -0.136 -3.260 -1.820  -0.306
18 C -0.911 -2.229 -1.646  0.241
19 N -1.935 -1.993 -2.502  -0.630
20 C -2.825 -0.942 -2.700  0.704
21 O -3.597 -1.033 -3.622  -0.566
22 C -2.778 0.213 -1.745  -0.517
23 C -3.577 -0.086 -0.460  -0.202
24 C -3.332 1.022 0.559  -0.603
25 C -5.065 -0.208 -0.775  -0.610
26 S -0.471 -1.287 -0.223  0.363
27 C 2.312 1.465 0.442  -0.235
28 C 2.675 2.199 -0.667  -0.237
29 H 4.225 2.649 -4.694  0.202
30 H 3.356 1.109 -4.477  0.176
31 H 4.995 1.318 -3.796  0.178
32 H 3.746 -0.329 -2.640  0.225
33 H 3.150 -1.602 -0.684  0.236
34 H 2.390 0.687 3.056  0.210
35 H 1.725 -0.873 3.562  0.243
36 H -0.015 0.802 1.786  0.197
37 H 0.823 2.516 3.369  0.203
38 H -0.855 2.123 3.736  0.215
39 H 0.442 1.463 4.732  0.208
40 H -1.807 -0.169 3.120  0.206
41 H -0.675 -1.470 2.723  0.226
42 H -0.658 -0.755 4.325  0.209
43 H -2.027 -2.725 -3.204  0.437
44 H -3.232 1.069 -2.248  0.245
45 H -1.745 0.458 -1.494  0.225
46 H -3.227 -1.034 -0.037  0.200
47 H -2.277 1.086 0.813  0.204
48 H -3.651 1.982 0.160  0.208
49 H -3.895 0.826 1.468  0.216
50 H -5.453 0.741 -1.138  0.206
51 H -5.242 -0.960 -1.539  0.223
52 H -5.618 -0.486 0.118  0.213
53 H 1.927 1.989 1.299  0.216
54 H 2.569 3.272 -0.671  0.227

Summary:
Energy above the lowest of the compared OMol25 structures with the same formula, charge and spin, kJ/mol: 235.98
Spin multiplicity: 1
DFT total energy, eV: -54907.704
Structure (SMILES): COc1ccc(N(CC(C)C)S(=O)(=O)c2nnc(NC(=O)CC(C)C)s2)cc1
HOMO energy, Eh: -0.304
Frontier orbital gap, eV: 8.22
F_max, eV/A: 1.8
Molar mass, u: 426.56